This record from OMol25 describes an isolated molecule of C3H7N3OS at a distorted geometry. The level of theory is the ωB97M-V functional and the def2-TZVPD basis.

Calculated values
SMILES ... [H]/N=C(\C/C=N/O)NS
Frontier orbital gap ... 9.56 eV

Bonds (Å) are listed after each position.
Element x y z (Å)
1 N -1.90480 1.14414 -0.70355  H8 1.057, C11 1.268
2 C 1.57032 0.29041 0.25283  H5 1.097, C7 1.495, N14 1.280
3 H -0.49065 -1.33955 0.35209  N15 1.056
4 H 2.55624 -2.45113 -0.42354  O10 0.980
5 H 2.53142 0.82018 0.25999  C2 1.097
6 H 0.23871 1.35475 1.55791  C7 1.093
7 C 0.33357 1.09263 0.50135  C2 1.495, H6 1.093, C11 1.562, H12 1.068
8 H -1.66616 2.16843 -0.80904  N1 1.057
9 H -2.85859 -1.10359 -1.17623  S13 1.341
10 O 2.76057 -1.50193 -0.29208  H4 0.980, N14 1.379
11 C -1.01202 0.52294 -0.05144  N1 1.268, C7 1.562, N15 1.366
12 H 0.49732 2.03254 0.02138  C7 1.068
13 S -2.77257 -1.41954 0.12394  H9 1.341, N15 1.694
14 N 1.51622 -0.92752 -0.13595  C2 1.280, O10 1.379
15 N -1.29959 -0.68275 0.52233  H3 1.056, C11 1.366, S13 1.694